1.
{"formula": "C54H44BrLaN13O2", "method": "ωB97M-V with the def2-TZVPD basis set", "elements": ["La", "Br", "O", "O", "N", "N", "N", "N", "N", "N", "N", "N", "N", "N", "N", "N", "N", "C", "C", "C", "C", "C", "C", "C", "C", "C", "C", "C", "C", "C", "C", "C", "C", "C", "C", "C", "C", "C", "C", "C", "C", "C", "C", "C", "C", "C", "C", "C", "C", "C", "C", "C", "C", "C", "C", "C", "C", "C", "C", "C", "C", "C", "C", "C", "C", "C", "C", "C", "C", "C", "C", "H", "H", "H", "H", "H", "H", "H", "H", "H", "H", "H", "H", "H", "H", "H", "H", "H", "H", "H", "H", "H", "H", "H", "H", "H", "H", "H", "H", "H", "H", "H", "H", "H", "H", "H", "H", "H", "H", "H", "H", "H", "H", "H", "H"], "xyz": [[-0.30, -0.05, 0.28], [-1.46, -2.57, 1.74], [-1.47, 4.18, 0.60], [-0.22, 2.00, 1.15], [1.92, 1.10, -0.33], [7.18, 5.69, -1.49], [1.33, -2.03, 0.00], [-0.05, 2.27, -4.53], [-1.45, 0.21, 2.86], [1.67, -0.17, 2.10], [1.86, -2.33, -1.19], [-2.73, 0.18, 0.01], [-0.44, 1.62, -1.86], [-0.81, -1.29, -1.72], [-1.35, 1.50, 3.12], [-3.49, -0.36, -0.95], [3.60, 0.11, 4.06], [-0.47, 5.59, 4.36], [-4.56, 0.42, -1.21], [-0.23, 4.27, 4.04], [-3.10, -7.03, 3.63], [-2.98, -2.83, 4.17], [3.89, 2.22, 0.41], [6.23, 5.51, -2.38], [0.79, 1.82, -2.35], [2.67, -3.40, -1.12], [-1.46, 1.82, -2.69], [-0.27, 2.31, 2.46], [-3.08, -4.27, 3.97], [-3.25, -1.59, -1.60], [2.50, -1.58, -3.38], [-4.36, -2.39, -1.87], [1.51, -1.68, -2.40], [0.18, -1.32, -2.68], [0.97, 2.07, -3.72], [-0.10, -0.96, -4.01], [-4.27, -3.55, -2.61], [2.78, 0.55, 1.87], [3.93, 3.04, -0.72], [-4.49, 1.51, -0.36], [-1.15, 4.61, 1.84], [-1.90, -3.17, -2.79], [2.68, -3.82, 0.20], [-1.96, -1.98, -2.03], [-1.41, 5.94, 2.18], [1.54, -0.74, 3.29], [1.91, 1.90, -1.40], [-1.26, 2.20, -4.01], [-3.42, -4.83, 2.74], [5.01, 4.00, -0.96], [1.82, -2.94, 0.85], [7.07, 5.07, -0.32], [0.87, -0.90, -4.98], [2.87, 1.29, 0.59], [6.01, 4.24, 0.00], [-0.56, 3.77, 2.78], [3.29, -1.13, -5.70], [2.20, -1.19, -4.67], [3.76, 0.65, 2.87], [-3.42, -6.20, 2.58], [2.49, -0.57, 4.29], [2.87, 2.88, -1.62], [-2.19, -0.54, 3.60], [5.14, 4.68, -2.17], [-3.33, 1.31, 0.37], [-2.80, -6.49, 4.87], [-1.06, 6.43, 3.42], [-2.36, -1.95, 3.36], [-3.01, -3.92, -3.09], [-2.80, -5.12, 5.05], [-5.48, -4.38, -2.90], [-5.44, -4.77, -3.91], [-2.08, 2.46, -4.67], [3.14, -3.81, -1.98], [-2.55, -4.70, 6.01], [3.51, -1.85, -3.13], [4.41, 4.58, -2.96], [4.69, 1.18, 2.75], [0.64, -1.33, 3.46], [-2.92, 1.94, 1.14], [-1.25, 7.46, 3.67], [-5.18, 2.32, -0.30], [3.99, -0.32, -5.47], [7.87, 5.25, 0.38], [-2.91, -4.82, -3.68], [5.97, 3.80, 0.98], [-2.55, -7.13, 5.70], [-1.87, 6.58, 1.44], [-1.13, -0.74, -4.26], [4.65, 2.32, 1.16], [2.76, 3.52, -2.48], [-3.67, -6.62, 1.62], [2.38, -0.99, 5.28], [1.53, -2.96, 1.88], [-0.93, -3.50, -3.13], [-1.06, 3.27, 0.54], [3.21, -4.64, 0.61], [-5.55, -5.22, -2.22], [-5.32, -2.09, -1.48], [0.68, 2.03, 2.98], [-1.68, 1.85, 4.02], [0.60, -0.64, -5.99], [-0.18, 5.97, 5.33], [2.89, -0.97, -6.69], [-2.73, -0.14, 4.47], [3.86, -2.06, -5.69], [-2.46, 1.70, -2.29], [0.24, 3.61, 4.76], [-3.39, -2.45, 5.09], [-3.72, -4.19, 1.93], [-6.39, -3.79, -2.80], [-3.09, -8.10, 3.50], [6.36, 6.04, -3.31], [-5.28, 0.17, -1.96], [1.95, 2.09, -4.17]], "orbital_gap_ev": 5.8, "e_tot_ha": -5552.043731, "relative_energy_ev": 0.616, "molar_mass_da": 1125.8, "e_lumo_ev": -3.4, "charge": 1, "largest_force_ha_per_bohr": 0.029}

=====

2.
{"formula": "H14O7", "method": "ωB97M-V with the def2-TZVPD basis set", "elements": ["O", "O", "O", "O", "O", "O", "O", "H", "H", "H", "H", "H", "H", "H", "H", "H", "H", "H", "H", "H", "H"], "xyz": [[18.87, -12.10, 7.28], [22.47, -5.36, 4.16], [17.23, -11.08, 4.33], [21.61, -8.04, 2.93], [20.03, -10.91, 4.09], [18.86, -5.50, 4.39], [19.69, -8.13, 4.85], [16.69, -10.64, 3.67], [21.69, -8.98, 2.77], [21.92, -6.13, 4.36], [20.96, -10.95, 3.85], [19.06, -12.91, 6.79], [21.84, -4.63, 4.11], [20.41, -8.15, 4.18], [19.11, -6.44, 4.44], [19.57, -11.27, 3.32], [18.13, -10.82, 4.13], [18.63, -5.26, 5.29], [18.80, -11.42, 6.60], [22.25, -7.64, 2.32], [19.56, -9.05, 5.10]], "orbital_gap_ev": 10.3, "e_tot_ha": -535.055195, "relative_energy_ev": 1.868, "smiles": "O.O.O.O.O.O.O", "molar_mass_da": 126.1, "e_lumo_ev": -0.5, "charge": 0, "largest_force_ha_per_bohr": 0.016}

=====

3.
{"formula": "C5H35N2O11", "method": "ωB97M-V with the def2-TZVPD basis set", "elements": ["O", "O", "O", "O", "O", "O", "O", "O", "O", "O", "O", "N", "N", "C", "C", "C", "C", "C", "H", "H", "H", "H", "H", "H", "H", "H", "H", "H", "H", "H", "H", "H", "H", "H", "H", "H", "H", "H", "H", "H", "H", "H", "H", "H", "H", "H", "H", "H", "H", "H", "H", "H", "H"], "xyz": [[-3.65, -0.99, -1.24], [2.84, 1.52, -2.38], [0.48, -0.91, 4.26], [-1.66, -0.92, -4.12], [-0.53, 3.16, 0.75], [2.10, -0.07, 1.54], [-1.59, -3.32, -0.80], [2.83, 2.38, 0.42], [1.82, -3.17, 1.71], [0.64, 1.76, 3.46], [1.03, -2.99, -0.96], [1.09, -0.68, -1.99], [-1.51, 0.62, -0.35], [-0.30, 1.15, -0.97], [-2.30, 1.60, 0.48], [-0.02, 0.31, -2.23], [-1.08, -0.65, 0.46], [-1.45, 2.34, 1.48], [-2.33, -2.84, -1.16], [3.13, 2.00, -1.59], [-2.02, -0.84, 1.03], [2.23, 0.85, 1.09], [0.00, 1.36, 4.14], [1.92, 2.68, 0.29], [3.25, 2.88, 1.15], [-3.06, 0.93, 0.93], [-3.24, -0.12, -1.21], [0.07, -2.97, -0.62], [0.24, 0.82, -3.17], [1.12, -0.19, 4.06], [1.26, -1.03, -1.07], [-2.12, -0.41, -4.76], [-2.17, 2.95, 2.05], [0.97, -1.72, 4.15], [2.10, -2.24, 1.82], [-4.47, -0.84, -1.71], [0.87, 2.66, 3.84], [-1.12, -1.44, -0.31], [0.64, 1.13, -0.37], [2.00, -0.28, -2.29], [1.04, -1.48, -2.64], [-3.00, 2.05, -0.16], [1.49, -3.60, -0.47], [-1.61, -1.89, -4.19], [-0.28, 3.78, 1.47], [2.64, -3.54, 1.26], [-0.23, -0.60, 1.07], [-2.06, -3.39, 0.08], [-0.99, 1.74, 2.22], [-0.93, -0.21, -2.50], [-0.36, 2.25, -1.16], [1.21, 0.16, 1.92], [3.14, 2.05, -3.12]], "orbital_gap_ev": 9.3, "e_tot_ha": -1148.350763, "relative_energy_ev": 4.715, "molar_mass_da": 299.3, "e_lumo_ev": -2.5, "charge": 1, "largest_force_ha_per_bohr": 0.102}

=====

4.
{"formula": "C19H39O13Zn", "method": "ωB97M-V with the def2-TZVPD basis set", "elements": ["Zn", "O", "O", "O", "O", "O", "O", "O", "O", "O", "O", "O", "O", "O", "C", "C", "C", "C", "C", "C", "C", "C", "C", "C", "C", "C", "C", "C", "C", "C", "C", "C", "C", "H", "H", "H", "H", "H", "H", "H", "H", "H", "H", "H", "H", "H", "H", "H", "H", "H", "H", "H", "H", "H", "H", "H", "H", "H", "H", "H", "H", "H", "H", "H", "H", "H", "H", "H", "H", "H", "H", "H"], "xyz": [[3.55, 0.36, 1.00], [-1.76, -0.55, 3.54], [-2.92, -2.34, 4.28], [4.69, 3.78, 2.64], [-0.13, -4.90, -1.45], [4.00, 2.36, 1.04], [-1.91, -0.87, 5.67], [3.21, 4.44, 1.24], [1.83, 0.62, 0.36], [-0.60, 1.27, -5.64], [-1.92, 3.01, -5.17], [3.52, -1.69, 1.39], [-3.08, -0.25, -0.97], [-0.03, 2.82, -4.11], [3.66, -3.86, 2.38], [2.30, 4.27, 0.15], [1.51, -2.97, 1.27], [-3.11, 2.08, -1.40], [-2.80, 2.71, -6.25], [-2.17, -1.73, 6.77], [1.17, 2.14, -3.83], [-0.75, -4.10, -2.10], [-3.43, 0.85, -0.59], [3.98, 3.47, 1.59], [2.94, -2.75, 1.65], [0.72, 0.45, -0.44], [5.55, 2.80, 3.22], [-0.81, 2.30, -5.06], [-4.30, 1.08, 0.60], [-1.75, -1.07, 2.21], [-1.28, -4.42, -3.48], [-2.24, -1.37, 4.47], [-0.90, -2.67, -1.62], [4.90, 2.09, 3.74], [1.90, 2.69, -3.27], [-0.70, -2.05, -2.49], [-2.30, -4.76, -3.33], [-3.00, 1.87, -2.47], [1.54, -3.56, 0.36], [1.06, -1.99, 1.11], [-2.16, 2.51, -1.05], [-2.31, 2.78, -7.22], [-1.89, -2.43, -1.24], [1.52, 5.02, 0.23], [-3.63, 3.41, -6.17], [6.18, 2.28, 2.50], [-2.70, -1.53, 1.95], [-3.87, 2.86, -1.33], [2.76, 4.45, -0.82], [-0.72, -5.28, -3.86], [6.21, 3.29, 3.92], [-3.91, 1.76, 1.36], [-1.52, -0.27, 1.52], [2.98, -4.70, 2.43], [1.69, 1.93, -4.77], [1.92, 3.26, 0.04], [4.57, -4.05, 1.81], [-0.21, -2.47, -0.80], [1.00, 1.13, -3.46], [-3.29, 1.74, -6.09], [-3.22, -2.01, 6.81], [0.80, -0.28, -1.26], [-0.22, 0.16, 0.05], [-1.49, -2.58, 6.81], [-4.56, 0.16, 1.14], [-0.99, -1.85, 2.10], [1.01, -3.38, 2.15], [-1.24, -3.62, -4.22], [0.48, 1.41, -0.93], [-5.27, 1.49, 0.30], [-1.93, -1.24, 7.71], [3.90, -3.57, 3.40]], "orbital_gap_ev": 7.0, "e_tot_ha": -3504.529563, "relative_energy_ev": 0.000, "molar_mass_da": 540.9, "e_lumo_ev": -4.4, "charge": 1, "largest_force_ha_per_bohr": 0.047}

=====

5.
{"formula": "C4H10N2O2", "method": "ωB97M-V with the def2-TZVPD basis set", "elements": ["O", "O", "N", "N", "C", "C", "C", "C", "H", "H", "H", "H", "H", "H", "H", "H", "H", "H"], "xyz": [[-0.49, 0.68, -2.19], [-2.50, 0.15, -1.54], [0.02, -1.77, -0.89], [0.36, 0.30, 0.41], [1.38, -0.30, 1.28], [-1.32, 0.14, -1.30], [-0.25, 1.50, 0.82], [-0.58, -0.56, -0.23], [1.01, -0.67, 2.37], [1.98, 0.55, 1.25], [0.70, -1.56, -1.57], [-0.74, 1.30, 1.74], [0.40, 0.85, -2.00], [1.81, -1.31, 0.93], [-1.03, 1.75, -0.07], [0.38, 2.39, 0.79], [0.30, -2.48, -0.23], [-1.42, -0.97, 0.44]], "orbital_gap_ev": 9.7, "e_tot_ha": -418.341361, "relative_energy_ev": 3.255, "smiles": "CN(C)[C@H](N)C(=O)O", "molar_mass_da": 118.1, "e_lumo_ev": 0.6, "charge": 0, "largest_force_ha_per_bohr": 0.075}

=====

6.
{"formula": "C3H4LiO3Tl", "method": "ωB97M-V with the def2-TZVPD basis set", "elements": ["Tl", "O", "O", "O", "C", "C", "C", "Li", "H", "H", "H", "H"], "xyz": [[-1.16, 3.24, 0.54], [-1.60, 1.15, 0.50], [0.87, -2.01, -0.09], [1.90, 1.42, -0.44], [0.81, 1.92, -0.23], [-0.39, -1.94, -0.03], [-0.42, 0.61, 0.08], [2.19, -0.72, -0.34], [-0.46, 0.29, -1.01], [-0.92, -1.66, 0.90], [-1.00, -2.46, -0.79], [0.18, 0.17, 0.93]], "orbital_gap_ev": [5.4, 5.4], "e_tot_ha": -522.320659, "relative_energy_ev": 2.711, "molar_mass_da": 299.4, "e_lumo_ev": [-0.4, -0.4], "charge": 0, "largest_force_ha_per_bohr": 0.050}

=====

7.
{"formula": "H4I2Si2", "method": "ωB97M-V with the def2-TZVPD basis set", "elements": ["I", "I", "Si", "Si", "H", "H", "H", "H"], "xyz": [[-2.18, -3.15, -0.61], [-1.05, 2.39, -2.02], [-1.50, 1.80, 0.43], [0.13, -3.54, 0.22], [-2.94, 2.40, 0.61], [0.39, -2.15, 1.01], [-0.42, 2.49, 1.31], [-1.40, 0.35, 0.58]], "orbital_gap_ev": 7.5, "e_tot_ha": -1176.732952, "relative_energy_ev": 1.878, "molar_mass_da": 314.0, "e_lumo_ev": -1.4, "charge": 0, "largest_force_ha_per_bohr": 0.038}

=====

8.
{"formula": "C36H28BrF4N2OPRhS", "method": "ωB97M-V with the def2-TZVPD basis set", "elements": ["Rh", "Br", "S", "P", "F", "F", "F", "F", "O", "N", "N", "C", "C", "C", "C", "C", "C", "C", "C", "C", "C", "C", "C", "C", "C", "C", "C", "C", "C", "C", "C", "C", "C", "C", "C", "C", "C", "C", "C", "C", "C", "C", "C", "C", "C", "C", "C", "H", "H", "H", "H", "H", "H", "H", "H", "H", "H", "H", "H", "H", "H", "H", "H", "H", "H", "H", "H", "H", "H", "H", "H", "H", "H", "H", "H"], "xyz": [[-0.22, 0.69, 0.30], [1.36, -3.07, -0.24], [2.86, 0.38, -0.79], [-1.69, -1.34, 0.12], [-3.79, -3.50, 0.27], [-1.31, -7.42, 0.03], [0.92, -5.92, -0.18], [-3.69, -6.06, 0.25], [0.84, 2.87, 0.42], [-1.69, 2.37, 0.19], [1.77, 0.23, 0.42], [-1.73, -0.80, 2.74], [5.08, 3.46, 0.58], [-3.61, -0.50, 4.20], [3.70, 1.92, -0.63], [4.18, -1.56, 0.71], [3.53, 2.83, -1.66], [-1.37, -6.12, 0.04], [6.19, -1.77, -1.21], [6.24, -2.55, -0.05], [-2.59, -1.05, 1.66], [-1.73, -0.76, -2.50], [-4.46, -0.91, -2.93], [-3.97, -1.03, 1.88], [-4.47, -0.75, 3.14], [-2.99, 2.05, 0.03], [-2.56, -5.44, 0.16], [-3.67, 4.33, 0.12], [-0.27, -3.89, -0.05], [0.06, 4.05, 0.48], [4.16, 4.07, -1.58], [5.15, -0.89, -1.41], [-4.00, 2.98, -0.01], [-1.47, -3.20, 0.09], [-2.58, -1.07, -1.44], [-2.59, -4.00, 0.17], [4.15, -0.79, -0.44], [-3.95, -1.15, -1.66], [5.24, -2.44, 0.90], [4.47, 2.22, 0.49], [-3.60, -0.61, -3.99], [-2.23, -0.54, 4.01], [4.92, 4.38, -0.46], [-1.38, 3.66, 0.31], [-2.34, 4.66, 0.28], [-0.22, -5.34, -0.06], [-2.24, -0.54, -3.77], [-0.65, -0.69, -2.35], [-3.22, 1.00, -0.08], [-5.53, -0.96, -3.10], [-0.65, -0.83, 2.61], [2.94, 2.58, -2.53], [7.06, -3.23, 0.10], [5.28, -3.04, 1.81], [-1.57, -0.30, -4.59], [-4.64, -1.40, -0.88], [5.69, 3.71, 1.43], [-4.43, 5.09, 0.10], [6.97, -1.86, -1.95], [-2.04, 5.70, 0.38], [-5.54, -0.72, 3.29], [2.20, 0.19, 1.34], [1.75, 3.03, 0.70], [4.06, 4.79, -2.38], [3.42, -1.48, 1.48], [5.42, 5.34, -0.40], [5.12, -0.28, -2.31], [-4.01, -0.43, -4.97], [4.62, 1.49, 1.28], [-1.56, -0.35, 4.83], [-4.67, -1.21, 1.08], [-5.02, 2.66, -0.14], [0.19, 4.56, 1.44], [0.35, 4.74, -0.32], [-4.01, -0.29, 5.18]], "orbital_gap_ev": [7.9, 4.4], "e_tot_ha": -5395.869890, "spin_multiplicity": 5, "molar_mass_da": 826.5, "e_lumo_ev": [-8.4, -12.2], "charge": 3, "largest_force_ha_per_bohr": 0.010}

=====

9.
{"formula": "C4H12NO2", "method": "ωB97M-V with the def2-TZVPD basis set", "elements": ["O", "O", "N", "C", "C", "C", "C", "H", "H", "H", "H", "H", "H", "H", "H", "H", "H", "H", "H"], "xyz": [[0.85, -2.46, -1.68], [-0.63, -0.47, -2.01], [0.89, 0.78, -0.63], [-0.22, 1.25, 0.18], [-0.29, 0.98, 1.70], [0.37, 0.42, -2.01], [-0.53, -0.48, 2.16], [-1.54, -0.83, 1.81], [-0.35, 2.41, 0.06], [-0.01, 1.36, -2.36], [-1.27, 1.57, 1.98], [-0.55, -0.65, 3.27], [0.56, -3.31, -1.60], [1.58, 0.20, -0.13], [0.20, -1.36, 1.92], [-1.13, 0.77, -0.22], [1.37, 0.11, -2.46], [0.53, 1.40, 2.22], [0.18, -1.68, -2.18]], "orbital_gap_ev": 7.4, "e_tot_ha": -364.794443, "relative_energy_ev": 1.662, "molar_mass_da": 106.1, "e_lumo_ev": 4.0, "charge": -1, "largest_force_ha_per_bohr": 0.100}

=====

10.
{"formula": "C6H5N3O2", "method": "ωB97M-V with the def2-TZVPD basis set", "elements": ["O", "O", "N", "N", "N", "C", "C", "C", "C", "C", "C", "H", "H", "H", "H", "H"], "xyz": [[-2.36, -4.25, -0.11], [-0.76, -3.46, 1.32], [0.81, 1.95, -0.07], [0.22, 2.34, 3.29], [0.41, -0.25, -0.34], [0.46, 0.23, 1.90], [0.24, -0.64, 0.93], [0.45, 0.99, -0.72], [-1.54, -3.92, 0.60], [0.35, 1.43, 2.59], [0.19, 1.14, -2.27], [0.19, -1.70, 1.15], [0.92, 2.85, -0.49], [1.22, 0.80, -2.74], [-0.24, 2.15, -2.56], [-0.56, 0.35, -2.48]], "orbital_gap_ev": [7.3, 6.7], "e_tot_ha": -546.223126, "relative_energy_ev": 4.493, "molar_mass_da": 151.1, "e_lumo_ev": [-1.8, -2.4], "charge": 0, "largest_force_ha_per_bohr": 0.099}

=====

11.
{"formula": "C4H6O7Sc", "method": "ωB97M-V with the def2-TZVPD basis set", "elements": ["Sc", "O", "O", "O", "O", "O", "O", "O", "C", "C", "C", "C", "H", "H", "H", "H", "H", "H"], "xyz": [[0.63, -2.92, 4.76], [0.40, 2.45, -1.83], [-1.66, 0.54, -3.46], [0.42, 0.32, -1.08], [1.50, 0.80, -2.89], [-0.49, -1.95, 3.20], [0.65, -0.95, 1.52], [1.70, -1.96, 3.18], [-0.32, 0.70, 0.08], [0.59, 1.26, -2.02], [0.61, -1.64, 2.63], [-0.58, -0.51, 0.92], [-1.81, 1.37, -3.91], [0.24, 1.46, 0.64], [-1.29, -0.25, 1.71], [-0.99, -1.34, 0.33], [1.68, 1.49, -3.55], [-1.29, 1.12, -0.23]], "orbital_gap_ev": [7.1, 7.2], "e_tot_ha": -1443.116238, "relative_energy_ev": 0.000, "molar_mass_da": 211.0, "e_lumo_ev": [-5.8, -5.7], "charge": 1, "largest_force_ha_per_bohr": 0.081}

=====

12.
{"formula": "C5H12N2S", "method": "ωB97M-V with the def2-TZVPD basis set", "elements": ["S", "N", "N", "C", "C", "C", "C", "C", "H", "H", "H", "H", "H", "H", "H", "H", "H", "H", "H", "H"], "xyz": [[1.25, 1.86, 1.29], [-1.49, -0.04, -0.84], [0.61, 0.75, 0.17], [-1.68, 1.38, 1.06], [1.27, -1.63, 0.67], [1.49, -0.37, -0.22], [-0.82, 0.62, 0.03], [-1.00, -0.41, -2.13], [-2.68, 0.98, 0.90], [-1.37, 1.20, 2.07], [1.85, -2.42, 0.19], [0.27, -1.97, 0.75], [-1.61, 2.49, 0.87], [-1.73, -0.23, -2.96], [-0.11, 0.22, -2.46], [1.16, 1.18, 2.45], [1.25, -0.59, -1.26], [-0.81, -1.47, -2.11], [1.60, -1.47, 1.74], [2.55, -0.05, -0.20]], "orbital_gap_ev": 9.3, "e_tot_ha": -705.354748, "relative_energy_ev": 1.036, "smiles": "CCN(S)/C(C)=N\\C", "molar_mass_da": 132.2, "e_lumo_ev": 0.7, "charge": 0, "largest_force_ha_per_bohr": 0.033}